Molecular formula: H5OS2
Method: DFT, wB97M-V/def2-TZVPD

The LUMO energy is -10.13 eV. For the energy relative to the best compared isomer or geometry (same formula, charge and spin), the calculation gives 414.2 kJ/mol. For the gap between HOMO and LUMO, the calculation gives 5.31 eV. As for the max |F|: 2.391 eV/A. The calculated total energy is -874.13513 hartree. As for the total charge: +1.

Each atom is followed by the atoms it is bonded to, with distances in Å.
Atoms and positions in Å:
1 H -1.268 -1.062 -3.315  O8 0.973
2 H 0.288 -0.132 3.796  S6 1.362
3 H -0.556 -0.675 -1.926  O8 0.954
4 H -0.062 1.853 -0.099  S7 1.343
5 H 1.140 -0.120 1.517  S6 1.389
6 S 1.149 0.310 2.838  H2 1.362, H5 1.389
7 S -0.216 0.529 0.066  H4 1.343
8 O -0.476 -0.704 -2.876  H1 0.973, H3 0.954